Below is a 7-piece molecular cluster, C38H80F6O19 overall in a non-equilibrium geometry, with properties calculated with wB97M-V/def2-TZVPD.

Structure (XYZ):
```
143
Properties=species:S:1:pos:R:3:forces:R:3
C -3.793337 -0.643908 7.444394 0.486 -1.166 -1.669
O -4.925426 -0.882641 8.177749 -0.860 0.597 1.684
C -4.733219 -0.675035 9.583259 -1.149 0.086 -1.097
C -6.124360 -0.937076 10.227012 1.509 -1.120 0.248
O -5.890685 -1.705475 11.398371 0.178 1.398 1.852
C -5.682821 -0.840393 12.556183 -0.356 -1.516 0.891
C -7.037290 -0.628873 13.233934 -1.837 -0.010 -2.207
O -7.723360 -1.883783 13.533137 1.167 1.010 1.509
C -7.102824 -2.601066 14.629285 0.175 0.170 -0.896
H -3.233366 -1.573011 7.338036 0.780 -0.134 0.651
H -3.161251 0.170258 7.798894 -0.109 0.168 -0.162
H -4.131198 -0.575637 6.410323 0.085 0.999 -0.126
H -4.407486 0.344641 9.788822 -0.038 0.427 -0.235
H -3.909172 -1.289913 9.945164 -0.360 -0.604 0.268
H -6.739529 -1.611423 9.631244 0.170 0.412 -0.500
H -6.646211 0.001037 10.415977 -0.141 -0.015 0.076
H -5.069140 0.033757 12.338621 -0.492 0.349 -0.228
H -5.117876 -1.362737 13.328253 0.554 -0.502 -0.543
H -7.660447 -0.225316 12.435857 -0.311 -0.245 -0.448
H -7.223252 0.208964 13.905889 0.879 -0.494 1.169
H -7.108804 -2.129120 15.611805 -0.403 0.606 -0.070
H -6.052540 -2.733796 14.369729 0.039 -0.492 0.151
H -7.599882 -3.564187 14.745113 0.036 0.076 -0.320
C 5.433732 -11.678848 0.702605 1.493 0.121 0.636
O 5.383680 -11.251820 -0.634530 -0.604 0.390 -0.752
C 6.308798 -10.240637 -1.076057 -0.043 -1.013 -0.886
C 6.068073 -9.795498 -2.563623 -1.486 -0.787 0.458
O 6.737549 -8.602907 -2.792705 0.650 -1.368 -0.302
C 6.043521 -7.395026 -2.741560 1.261 0.205 -0.028
C 7.258806 -6.473600 -2.420089 0.032 -0.369 1.451
O 7.610742 -6.566764 -0.982867 0.010 -0.136 -3.148
C 6.660865 -6.096198 -0.107743 0.343 -0.076 1.260
H 5.237826 -10.902101 1.441789 -0.545 0.330 -0.146
H 6.433500 -12.008280 0.985495 0.568 -0.028 -0.238
H 4.850579 -12.570617 0.932338 -0.616 0.320 -0.698
H 7.302995 -10.686251 -1.109309 0.310 0.124 0.504
H 6.316526 -9.348372 -0.450046 -0.143 0.030 0.153
H 5.010362 -9.759741 -2.824543 -0.598 0.650 0.648
H 6.320596 -10.514742 -3.342736 1.051 -0.360 0.435
H 5.242798 -7.444397 -2.003651 0.137 0.401 0.444
H 5.547573 -7.245791 -3.700653 0.131 0.560 -0.251
H 7.231267 -5.456427 -2.810871 -0.557 0.378 0.558
H 8.167655 -6.894913 -2.849716 -0.430 -0.259 -0.388
H 6.176449 -5.186787 -0.463272 -0.006 0.224 0.294
H 7.288522 -5.994773 0.777608 -0.510 0.897 0.448
H 5.921705 -6.831171 0.210932 -0.452 -0.229 -0.451
C 7.956923 12.684905 -2.810364 -0.188 1.625 -1.139
O 8.094491 11.494487 -2.126974 0.148 -1.266 -0.075
C 7.692524 10.413096 -2.934900 -0.654 -1.859 -0.090
C 7.321385 9.145179 -2.124527 -1.277 -0.022 0.269
O 6.791826 8.155077 -3.038785 0.632 0.253 0.186
C 6.126632 6.996635 -2.484343 -0.599 0.698 -2.160
C 5.847946 6.031909 -3.686120 2.606 -0.044 -0.158
O 7.108833 5.411939 -4.006562 0.417 0.351 -0.577
C 7.132611 4.183016 -4.729791 -0.530 -0.243 1.814
H 7.114528 13.276321 -2.451628 0.079 0.142 0.500
H 7.736280 12.599783 -3.874403 -0.062 -0.666 -0.219
H 8.866613 13.284397 -2.844658 0.154 -0.005 0.684
H 8.401546 10.075199 -3.690672 0.687 0.432 0.022
H 6.802422 10.655703 -3.515385 -0.270 0.202 0.121
H 6.531186 9.420529 -1.426056 -0.328 0.201 0.107
H 8.095873 8.758859 -1.461947 0.562 -0.164 -0.448
H 5.094159 7.277269 -2.276169 -0.011 0.306 1.140
H 6.721976 6.609661 -1.657361 -0.367 -0.411 -0.042
H 5.634179 6.619565 -4.578901 -0.662 0.378 0.236
H 5.067708 5.286602 -3.531764 -0.091 0.005 0.439
H 6.496142 4.048439 -5.604368 -0.115 0.635 -0.157
H 6.789175 3.503912 -3.949433 -0.108 -0.967 -0.412
H 8.159230 3.905489 -4.968812 -0.025 0.417 -0.037
C -4.488461 -1.260715 -8.686976 0.712 0.540 0.509
O -5.843764 -1.009782 -8.814076 -2.020 -0.887 0.612
C -6.476318 -1.266470 -10.048051 0.357 -0.179 -0.200
C -7.880836 -0.726025 -10.122126 -1.786 0.313 -0.853
O -9.011244 -1.553758 -9.717985 0.327 0.722 1.275
C -9.588034 -2.501553 -10.586899 -0.182 -1.160 0.522
C -10.731689 -3.371850 -9.918146 1.400 0.368 0.448
O -10.197565 -4.309994 -8.973762 -0.727 -1.142 -3.087
C -9.966999 -3.823503 -7.751711 0.704 0.973 2.914
H -4.042964 -2.212829 -8.975254 -0.583 -0.262 -0.995
H -4.269326 -1.300970 -7.619995 -0.058 0.663 0.138
H -4.017605 -0.401754 -9.165081 0.901 -0.246 0.015
H -6.540210 -2.323672 -10.305639 0.339 -0.382 0.197
H -5.862756 -0.783582 -10.808608 -0.092 0.119 -0.464
H -8.143383 -0.411850 -11.132312 0.536 -0.290 -0.589
H -7.968910 0.239847 -9.624694 -0.006 -0.320 0.766
H -8.810446 -3.229076 -10.819642 -0.022 -0.214 -0.549
H -10.018495 -2.081130 -11.495773 0.159 0.386 -0.209
H -11.239886 -3.967140 -10.676741 0.325 0.034 -0.216
H -11.507602 -2.775301 -9.438369 0.087 0.367 0.144
H -10.862424 -3.348393 -7.350988 0.014 0.657 0.134
H -9.074337 -3.199953 -7.702489 -0.206 0.716 -0.091
H -9.733160 -4.578661 -7.001273 -0.169 -0.778 -0.410
C 2.774463 6.978768 4.236416 0.347 0.563 1.888
O 1.849607 6.819855 3.255963 -2.889 -1.262 -1.211
C 0.594661 6.085886 3.646979 1.328 0.648 -1.238
C -0.104118 5.893401 2.271208 0.144 -0.343 1.405
O -1.289124 5.079955 2.399628 1.128 1.888 1.368
C -1.814669 4.642536 1.220214 -0.060 -1.585 -2.671
C -3.276611 4.297140 1.383144 -0.628 0.285 0.888
O -3.839601 3.501719 0.374918 1.687 -0.497 -0.068
C -5.138350 3.101604 0.682124 -0.270 0.440 -1.063
H 2.330177 7.477094 5.098036 -0.155 0.149 0.433
H 3.553869 7.671042 3.918005 0.165 -0.379 -0.342
H 3.166001 6.037510 4.622219 0.392 -0.208 -0.182
H -0.012116 6.698249 4.314013 0.061 0.185 0.018
H 0.832051 5.156838 4.165266 0.171 -0.140 -0.177
H 0.622090 5.431576 1.602299 -0.077 -0.060 -0.159
H -0.290523 6.925709 1.975064 -0.482 -0.136 -0.606
H -1.269240 3.762383 0.879701 -0.060 -0.889 0.316
H -1.637012 5.213187 0.308674 -0.204 1.316 0.299
H -3.919454 5.174036 1.459933 0.197 0.608 0.126
H -3.347675 3.817856 2.359536 -0.099 -0.374 0.216
H -5.714604 4.020148 0.793034 -0.592 -0.091 0.345
H -5.246449 2.440913 1.542301 0.218 0.037 0.187
H -5.467913 2.600050 -0.227783 -0.315 -0.166 0.225
C 6.566317 0.801885 1.483454 -0.025 -1.384 -0.088
C 5.402240 0.943804 2.449107 0.194 1.415 -0.027
O 5.260224 -0.277207 3.185200 -0.675 0.008 1.706
C 4.658902 -0.230163 4.413510 -1.502 3.862 -0.102
O 4.399734 0.790109 5.080862 1.133 -3.338 -2.097
C 4.119395 -1.626730 4.780547 0.240 0.625 0.073
F 2.905410 -1.660720 5.321989 -0.154 0.625 -0.161
F 4.126788 -2.390561 3.722945 -0.349 -0.985 -1.142
F 4.950184 -2.130736 5.651699 1.181 -0.850 1.448
H 6.980095 1.736699 1.105295 -0.158 -0.092 0.204
H 6.383331 0.107785 0.663184 -0.665 0.413 -0.414
H 7.319846 0.185299 1.973473 0.443 0.659 0.514
H 4.433297 1.219207 2.032710 -0.068 -0.571 -0.554
H 5.569431 1.819250 3.076595 0.399 -0.383 0.636
C -4.604628 -3.189726 -3.466294 -0.621 0.985 0.147
C -3.705896 -2.568723 -2.372808 -0.809 -0.506 -0.344
O -2.336978 -2.759808 -2.769078 2.614 1.779 1.429
C -1.416005 -1.990158 -2.010332 -2.879 -0.016 3.070
O -1.676907 -1.455277 -0.915935 0.764 -1.667 -3.779
C -0.030765 -1.848009 -2.651054 -0.562 -0.474 -1.107
F 0.983192 -1.757341 -1.811230 -0.346 0.348 0.299
F 0.201937 -2.899848 -3.437244 0.156 -0.106 -0.255
F -0.091624 -0.746975 -3.428913 0.339 -0.109 0.268
H -4.512494 -2.701593 -4.436520 0.755 -0.295 -0.123
H -5.655896 -2.962246 -3.289657 -0.095 0.135 0.721
H -4.607215 -4.277342 -3.538254 0.664 0.112 -0.011
H -3.937054 -3.046057 -1.420532 0.416 -0.196 0.070
H -3.828739 -1.501734 -2.186941 -0.395 0.015 -0.388
```
Positions in Å, forces in eV/Å.

Its energy above the lowest of the compared OMol25 structures with the same formula, charge and spin is 5.820 eV. The orbital gap is 9.65 eV. The value obtained for the max |F| is 4.21 eV/A. The SMILES is CCOC(=O)C(F)(F)F.CCOC(=O)C(F)(F)F.COCCOCCOC.COCCOCCOC.COCCOCCOC.COCCOCCOC.COCCOCCOC.

Mulliken population analysis, charges in e, atoms 1 to 2: -0.759 -0.321